The following is a quantum chemistry calculation of a molecular structure, C30H24N5O3S2V, from the OMol25 dataset.

The charge is +2. For the HOMO energy, the calculation gives -14.0990 eV. As for the multiplicity: 1.

XYZ file:
```
65
Properties=species:S:1:pos:R:3:mulliken_charge:R:1
V -1.596 0.163 -0.851 -0.346
S -2.851 -0.705 -2.403 -0.241
C -4.028 -0.664 -1.087 1.097
C -4.909 -1.755 -0.945 -0.800
C -5.870 -1.738 0.030 0.517
C -6.779 -2.849 0.144 -0.460
N -7.490 -3.744 0.247 -0.354
C -5.959 -0.646 0.933 0.575
C -5.069 0.393 0.851 -0.747
C -4.096 0.405 -0.168 0.484
S -2.963 1.745 -0.256 -0.213
C -6.973 -0.633 1.956 -0.452
N -7.763 -0.609 2.788 -0.349
H -4.847 -2.594 -1.625 0.583
H -5.130 1.212 1.555 0.593
C 2.539 0.402 3.399 -0.575
O 3.631 -0.468 3.094 -0.496
C 4.251 -0.343 1.891 0.287
C 5.639 -0.256 1.895 -0.482
C 6.341 -0.126 0.713 -0.553
C 5.670 -0.090 -0.509 -0.960
C 4.299 -0.224 -0.528 0.098
C 3.592 -0.352 0.669 -0.156
N 2.179 -0.638 0.628 0.358
C 1.294 0.064 -0.045 -0.153
N 1.558 1.268 -0.525 0.123
C 0.761 1.932 -1.472 -0.154
C -0.529 1.541 -1.842 0.598
C -1.168 2.246 -2.891 -0.167
C -0.531 3.292 -3.506 -1.254
C 0.742 3.706 -3.098 -0.395
C 1.386 3.035 -2.084 0.958
O 2.620 3.307 -1.606 -0.426
C 3.327 4.427 -2.170 -0.964
N 0.040 -0.396 -0.294 0.665
C -0.416 -1.742 -0.033 0.355
C -0.412 -2.678 -1.092 -0.548
C -0.740 -3.990 -0.862 -1.039
C -1.033 -4.399 0.442 -0.548
C -1.008 -3.509 1.505 -0.538
C -0.707 -2.173 1.286 0.540
O -0.574 -1.374 2.365 -0.516
C -1.420 -0.226 2.500 -0.737
H 2.572 0.573 4.471 0.366
H 1.582 -0.052 3.143 0.075
H 2.654 1.360 2.884 0.276
H 6.141 -0.274 2.853 0.484
H 7.420 -0.047 0.740 0.413
H 6.218 0.004 -1.436 0.448
H 3.771 -0.276 -1.475 0.471
H 1.852 -1.467 1.109 0.402
H 2.482 1.663 -0.367 0.480
H -2.163 1.973 -3.208 0.385
H -1.027 3.820 -4.310 0.422
H 1.220 4.540 -3.591 0.493
H 2.750 5.340 -2.031 0.396
H 3.524 4.255 -3.228 0.400
H 4.261 4.494 -1.625 0.271
H -0.138 -2.340 -2.083 0.555
H -0.750 -4.700 -1.677 0.530
H -1.271 -5.438 0.633 0.493
H -1.206 -3.832 2.518 0.573
H -1.459 0.017 3.558 0.366
H -2.430 -0.463 2.156 0.295
H -1.014 0.634 1.967 0.194
```